Below is C22H45GaN2P3Se as an isolated structure, with properties calculated with ωB97M-V/def2-TZVPD.

For the lowest unoccupied orbital energy (spin up / spin down), the calculation gives -11.455 / -10.907 eV. The net charge is +3. The energy above the lowest of the compared OMol25 structures with the same formula, charge and spin comes out at 347.5 kJ/mol. Its HOMO energy (spin up / spin down) is -16.447 / -16.058 eV. The calculation puts the gap between HOMO and LUMO (spin up / spin down) at 4.99 / 5.15 eV.

XYZ file:
```
74
Properties=species:S:1:pos:R:3:forces:R:3:lowdin_charge:R:1
Se 1.148 -0.295 -1.536 0.5 -0.6 0.2 0.85
Ga 0.870 1.583 0.760 -0.4 -2.8 -1.4 0.74
P -1.819 -2.174 -0.334 -1.0 -1.7 -0.4 0.82
P -1.798 0.407 -2.254 -0.6 -0.2 -1.2 0.70
P -2.186 0.380 1.279 -0.2 0.2 1.3 0.74
N 1.493 -1.672 1.847 -0.4 -0.4 -1.4 0.07
N 1.405 -0.320 1.969 0.0 1.2 -0.1 -0.01
C 3.096 4.118 0.334 0.5 -0.5 0.5 0.11
C -3.459 -2.555 -1.090 -0.1 0.6 0.0 -0.22
C 3.083 0.166 -3.545 -0.6 0.4 -0.1 -0.09
C 4.124 0.900 -4.071 0.3 -0.1 0.0 -0.02
C -1.911 0.060 3.081 0.1 -0.1 -0.2 -0.25
C 1.821 1.324 3.679 0.1 1.0 0.5 -0.03
C 4.662 1.711 -1.810 0.0 -0.3 0.1 -0.05
C -0.948 1.922 -2.876 0.2 0.1 0.1 -0.31
C 4.893 1.695 -3.206 0.0 0.0 0.6 0.01
C -1.964 -3.047 1.277 0.2 0.3 0.4 -0.25
C 1.929 3.567 0.733 -0.3 0.8 0.8 -0.19
C 1.806 -0.060 3.222 -0.1 -1.1 -0.2 -0.35
C -1.700 -0.603 -3.797 0.0 -0.1 0.1 -0.27
C -2.286 2.231 1.339 -0.2 -0.1 -0.2 -0.28
C -3.548 0.986 -2.379 0.2 0.0 0.2 -0.25
C -0.784 -3.398 -1.229 0.6 0.5 -0.3 -0.25
C 2.078 -3.731 3.134 0.1 -0.7 0.0 0.01
C 3.679 0.888 -1.283 -0.2 1.0 0.0 -0.14
C 1.930 -2.270 2.971 -0.2 0.6 0.2 -0.25
C 2.795 0.251 -2.175 0.2 -0.4 0.6 -0.62
C 2.142 -1.249 3.883 -0.2 0.7 0.1 0.07
C -3.999 0.013 1.230 0.1 0.1 -0.3 -0.25
H -4.235 0.128 -2.402 0.2 0.3 0.0 0.05
H -1.344 2.693 1.679 -0.2 -0.1 0.0 0.01
H -3.439 -2.464 -2.181 0.1 0.0 0.2 0.04
H -3.745 -3.583 -0.846 0.2 0.1 0.1 0.08
H -0.704 -3.142 -2.290 0.0 0.0 0.2 0.05
H 1.611 -4.307 2.330 0.0 0.2 0.0 0.09
H -2.166 -4.109 1.108 0.0 0.2 -0.2 0.07
H 4.031 3.581 0.536 -0.3 0.4 0.2 0.09
H 0.231 -3.414 -0.815 -0.1 -0.1 -0.1 0.03
H 0.865 1.846 3.550 -0.2 -0.2 0.0 0.08
H -0.668 -0.940 -3.963 -0.3 0.1 0.0 0.03
H -2.772 -2.651 1.898 0.1 0.0 -0.1 0.04
H -4.237 -1.885 -0.708 0.1 -0.2 -0.1 0.03
H 2.031 1.376 4.743 0.1 0.1 0.1 0.12
H -2.768 0.440 3.660 0.3 -0.2 -0.1 0.07
H 2.575 1.923 3.164 0.3 -0.1 0.2 0.08
H -4.217 -1.048 1.414 0.1 0.4 0.0 0.04
H -2.347 -1.485 -3.733 0.1 0.2 0.0 0.03
H -3.646 1.568 -3.307 -0.1 -0.2 0.3 0.07
H 0.372 1.657 -0.888 0.2 -0.4 1.3 -0.02
H 3.471 0.852 -0.201 0.2 0.0 -0.5 0.09
H -1.215 -4.404 -1.142 -0.1 0.3 0.1 0.08
H 2.430 -1.330 4.920 0.1 -0.1 -0.1 0.14
H -2.526 2.634 0.344 0.0 0.0 0.3 0.04
H 5.227 2.361 -1.123 0.0 -0.5 -0.6 0.12
H 5.709 2.301 -3.574 -0.1 0.0 -0.2 0.13
H -3.781 1.630 -1.518 -0.1 -0.1 -0.3 0.03
H -1.197 2.776 -2.235 0.0 0.0 -0.2 0.05
H -0.990 0.547 3.427 -0.3 -0.1 -0.1 0.02
H 1.206 -2.140 0.982 0.3 0.5 0.5 0.13
H 0.141 1.776 -2.878 -0.3 0.2 -0.1 -0.01
H 0.946 4.021 0.507 0.7 0.1 0.4 0.08
H -1.790 -1.020 3.240 -0.1 0.3 0.1 0.04
H 3.244 5.124 -0.105 -0.6 -0.9 -0.2 0.12
H -4.428 0.301 0.261 0.1 -0.1 0.3 0.03
H 2.392 -0.400 -4.160 0.2 0.1 -0.2 0.11
H -1.251 2.135 -3.908 -0.1 0.0 0.2 0.07
H -2.035 0.008 -4.648 0.1 -0.2 0.2 0.06
H 1.626 -4.072 4.072 0.1 0.2 -0.1 0.11
H -4.467 0.617 2.018 0.0 -0.2 -0.2 0.07
H 4.311 0.856 -5.145 0.1 0.1 0.4 0.14
H -1.028 -2.971 1.844 -0.2 0.0 -0.1 0.03
H 1.964 2.919 1.695 0.5 0.9 -1.0 0.04
H -3.073 2.499 2.057 0.2 0.1 -0.2 0.07
H 3.135 -4.028 3.168 -0.2 0.2 0.0 0.11
```
Positions in Å, forces in eV/Å.

Below is one molecule with the formula C4H6I2, with properties calculated with ωB97M-V/def2-TZVPD.

For the lowest unoccupied orbital energy, the calculation gives -0.030 eV. The energy above the lowest of the compared OMol25 structures with the same formula, charge and spin comes out at 8.9 kJ/mol. Its HOMO energy is -9.136 eV. The calculation puts the gap between HOMO and LUMO at 9.11 eV.

XYZ file:
```
12
Properties=species:S:1:pos:R:3:forces:R:3:lowdin_charge:R:1
I -2.385 -0.608 0.652 -0.4 -0.3 0.1 0.85
I 2.565 -0.715 0.981 -1.2 -0.2 -0.3 0.78
C -0.379 0.146 0.521 -1.3 1.4 -1.0 -0.89
C 0.564 -0.874 0.139 1.5 -1.5 -1.7 -0.82
C -0.429 1.281 -0.497 0.8 1.0 -2.7 -0.21
C 0.354 -1.626 -0.947 2.0 -0.5 0.9 -0.09
H -0.461 -1.618 -1.597 -2.0 0.6 -0.2 0.03
H -1.266 1.966 -0.316 0.4 0.1 0.3 0.05
H -0.652 0.906 -1.572 0.4 0.2 1.8 0.10
H 0.569 1.882 -0.635 -1.7 -1.2 0.7 0.11
H -0.269 0.544 1.483 0.5 0.4 1.4 0.03
H 1.016 -2.367 -1.365 0.9 0.1 0.5 0.06
```
Positions in Å, forces in eV/Å.

Below is Cl2HNO2S as an isolated structure, with properties calculated with ωB97M-V/def2-TZVPD.

For the lowest unoccupied orbital energy, the calculation gives -0.818 eV. The energy above the lowest of the compared OMol25 structures with the same formula, charge and spin comes out at 71.0 kJ/mol. Its HOMO energy is -11.025 eV. The calculation puts the gap between HOMO and LUMO at 10.21 eV.

XYZ file:
```
7
Properties=species:S:1:pos:R:3:forces:R:3:lowdin_charge:R:1
Cl -0.153 -2.319 0.499 0.2 1.2 0.1 0.35
Cl 0.744 1.943 -0.430 0.7 -0.1 -0.6 0.53
S -0.366 -0.250 0.554 -0.6 -0.3 -1.3 0.21
O 0.037 0.308 1.801 0.4 -0.9 -0.5 -0.34
O -1.679 0.030 0.063 0.5 -0.4 0.0 -0.36
N 0.874 0.176 -0.675 -1.6 0.8 -2.1 -0.55
H 0.543 0.112 -1.813 0.5 -0.3 4.3 0.15
```
Positions in Å, forces in eV/Å.

Below is a 2-piece molecular cluster, C3H6S2 overall, with properties calculated with ωB97M-V/def2-TZVPD.

For the lowest unoccupied orbital energy, the calculation gives -0.648 eV. The energy above the lowest of the compared OMol25 structures with the same formula, charge and spin comes out at 501.4 kJ/mol. Its HOMO energy is -8.674 eV. The calculation puts the gap between HOMO and LUMO at 8.03 eV.

XYZ file:
```
11
Properties=species:S:1:pos:R:3:forces:R:3:lowdin_charge:R:1
S 2.302 -0.408 -0.318 1.1 1.8 1.0 0.69
S -3.021 -0.396 -0.316 1.7 1.1 0.0 0.65
C -0.365 -0.464 0.483 2.0 -0.2 0.1 -0.41
C 0.760 0.488 -0.026 1.7 3.2 2.8 -0.69
C -1.526 0.234 -0.100 -2.5 2.1 0.3 -0.74
H -1.032 1.748 -0.455 -2.1 -3.9 1.0 0.20
H 0.500 1.383 -0.911 0.7 -3.2 2.5 0.11
H -0.229 -0.967 1.640 -0.8 2.3 -3.0 0.21
H -0.164 -1.355 -0.090 -0.7 -0.7 -0.4 0.05
H 0.977 1.134 1.035 -0.2 -1.1 -3.2 0.13
H 1.797 -1.397 -0.941 -0.9 -1.6 -1.1 -0.20
```
Positions in Å, forces in eV/Å.